[1]
19
Properties=species:S:1:pos:R:3:forces:R:3:lowdin_charge:R:1 method="wB97M-V/def2-TZVPD" orbital_gap_ev="8.3 / 8.2" lumo_ha="0.0318 / 0.0385"
C 2.715692 0.048672 0.541929 -0.04 0.07 0.18 -0.088
C 1.688717 0.940910 -0.093474 1.38 0.50 0.15 -0.195
O 0.405756 0.636948 0.049867 0.45 0.28 -0.75 -0.181
C 0.072344 -0.570441 -0.608498 -0.46 -0.14 0.06 -0.183
C -1.217182 -0.271161 1.222167 -1.69 -0.79 1.15 0.046
C -1.403332 -0.666926 -0.184923 0.56 -0.10 -0.64 -0.409
C -2.294327 0.272019 -0.983628 -0.03 -0.02 0.06 -0.071
H 2.868597 -0.951920 0.123058 -0.28 0.18 -0.19 0.067
H 2.393539 -0.093996 1.582689 0.14 -0.11 0.10 0.084
H 3.696518 0.518465 0.558494 -0.03 0.17 -0.03 0.069
H 0.337982 -0.433690 -1.658563 -0.28 -0.33 -0.21 0.133
H 1.831137 2.012721 -0.089024 0.30 0.09 0.07 0.102
H 0.625833 -1.411285 -0.173706 0.00 0.08 -0.16 0.121
H -1.680720 0.613085 1.637461 0.08 -0.03 -0.06 0.069
H -0.899507 -1.049474 1.898866 0.20 0.10 0.27 0.063
H -1.699339 -1.713875 -0.321213 -0.25 0.13 0.18 0.137
H -2.270303 -0.008239 -2.037346 -0.13 0.11 -0.04 0.076
H -3.323336 0.225761 -0.618328 0.05 -0.04 -0.11 0.078
H -1.955721 1.307918 -0.880741 0.02 -0.16 -0.05 0.083

=====

[2]
5
Properties=species:S:1:pos:R:3:forces:R:3:lowdin_charge:R:1 method="wB97M-V/def2-TZVPD" orbital_gap_ev="8.7 / 8.2" lumo_ha="-0.0143 / -0.0218"
C 0.577786 0.748093 0.078465 -3.79 -1.98 5.92 0.076
N -0.581458 -0.824276 0.671367 2.57 4.02 0.57 -0.705
I -1.097862 -1.970891 -0.776233 -0.27 -0.88 -1.42 0.660
H 0.335259 1.508180 0.919632 0.78 -1.33 -2.23 0.047
H 0.766276 0.538894 -0.893232 0.71 0.16 -2.84 -0.079

=====

[3]
8
Properties=species:S:1:pos:R:3:forces:R:3:lowdin_charge:R:1 method="wB97M-V/def2-TZVPD" orbital_gap_ev=9.8 smiles="C=C(F)I.Cl" lumo_ha=0.0127
C 0.327410 -0.508424 -0.337046 -3.73 3.27 1.03 -0.077
C 1.350964 -1.106954 -0.775906 3.78 -2.42 -0.76 -0.870
F 1.367514 -2.066662 -1.722682 -0.70 0.16 0.22 -0.064
I 3.265310 -1.168451 0.120718 -0.26 0.52 -0.19 0.831
H -0.693843 -0.731136 -0.653091 0.43 -0.20 -0.41 0.082
H 0.353788 0.455808 0.218866 0.48 -1.30 0.10 0.072
Cl 0.550870 2.885570 -1.999486 1.10 2.64 0.00 0.167
H 1.081185 4.184503 -1.998491 -1.09 -2.66 0.00 -0.141

=====

Going through the records in order, we get F_max values of 2.2 7.3 5.1 eV/Å.
Going through the records in order, we get ΔE to the lowest compared entry with this formula, charge and spin values of 109.5 135.0 21.8 kcal/mol.